# 1
Below is C38H51IrN5O2P as an isolated structure in a non-equilibrium geometry, with properties calculated with ωB97M-V with the def2-TZVPD basis set.

Atoms and positions in Å:
Ir -0.1810 -0.2709 0.7476
C 2.6410 8.5477 -8.1924
O 1.7556 8.5603 -7.0905
C 1.9212 7.8253 -6.0185
C 0.9537 8.0255 -4.9934
C 0.9999 7.3207 -3.8308
C 2.0115 6.3479 -3.6263
C 2.9994 6.1599 -4.6393
C 2.9497 6.8724 -5.8028
N 1.9594 5.6012 -2.5314
N 2.6969 4.6383 -2.2121
C 2.5466 3.6387 -1.3935
C 3.5522 2.6255 -1.4064
C 3.3350 1.3978 -0.8615
C 2.0593 1.0859 -0.3173
O 1.7067 -0.1108 -0.0001
C 1.1328 2.1421 -0.0802
N 0.0272 1.8186 0.6619
C -0.7253 2.8300 1.1007
C -0.4952 4.1544 0.7727
C 0.5569 4.4802 -0.0821
C 1.3954 3.4644 -0.5152
H 2.3242 9.3765 -8.8281
H 2.5589 7.6141 -8.7570
H 3.6802 8.6853 -7.8806
H 0.1933 8.7700 -5.1621
H 0.2712 7.4863 -3.0536
H 3.7622 5.4154 -4.4647
H 3.6935 6.6877 -6.5625
H 4.4727 2.8505 -1.9195
H 4.0989 0.6364 -0.8714
H -1.5291 2.5717 1.7718
H -1.1375 4.9233 1.1730
H 0.7381 5.5110 -0.3438
C -5.3127 3.0711 0.1763
C -4.4465 2.9567 1.4194
C -4.0742 1.4843 1.6364
C -3.7833 0.7608 0.3101
C -3.3543 1.7564 -0.7691
C -4.4926 2.7457 -1.0728
P -2.5466 -0.6247 0.5404
C -2.8542 -1.8339 -0.8621
C -2.0339 -1.4359 -2.0973
C -2.4788 -2.2724 -3.2952
C -3.8895 -1.8703 -3.7263
C -4.7305 -1.3949 -2.5389
C -4.3246 -2.0959 -1.2479
C -3.0352 -1.6389 2.0412
C -4.5272 -1.9918 2.1208
C -4.9846 -2.1512 3.5778
C -3.9314 -2.8488 4.4185
C -2.6334 -2.0371 4.4855
C -2.5379 -1.0162 3.3504
H -5.7450 4.0673 0.0880
H -6.1491 2.3796 0.2764
H -4.9843 3.3130 2.2977
H -3.5576 3.5778 1.3055
H -4.9123 0.9939 2.1311
H -3.2154 1.4306 2.3060
H -4.7005 0.2817 -0.0462
H -3.0826 1.2433 -1.6917
H -2.4709 2.2943 -0.4272
H -5.1475 2.3484 -1.8507
H -4.0452 3.6563 -1.4730
H -2.4355 -2.7700 -0.4693
H -0.9719 -1.5798 -1.8884
H -2.1816 -0.3826 -2.3380
H -2.4588 -3.3278 -3.0154
H -1.7855 -2.1432 -4.1270
H -4.3717 -2.7223 -4.2105
H -3.8442 -1.0754 -4.4731
H -5.7844 -1.5941 -2.7364
H -4.6352 -0.3135 -2.4177
H -4.4525 -3.1702 -1.3975
H -5.0085 -1.8111 -0.4492
H -2.4582 -2.5623 1.8938
H -4.7014 -2.9312 1.5944
H -5.1525 -1.2283 1.6589
H -5.9185 -2.7126 3.5868
H -5.1900 -1.1715 4.0112
H -3.7324 -3.8393 3.9983
H -4.3225 -3.0200 5.4245
H -1.7786 -2.7152 4.4623
H -2.5749 -1.5004 5.4354
H -1.4987 -0.6668 3.2378
H -3.1554 -0.1546 3.6009
C 2.1722 -4.8042 -0.9218
N 1.4636 -3.9554 -0.0003
C 1.2304 -4.1780 1.3231
C 0.4796 -3.1288 1.7679
N 0.2496 -2.2706 0.7278
C 0.8717 -2.8080 -0.3209
H 1.5411 -5.6360 -1.2375
H 3.0657 -5.2152 -0.4566
H 2.4582 -4.2279 -1.8004
H 1.6118 -5.0316 1.8469
H 0.1232 -2.9422 2.7623
H 0.9216 -2.3782 -1.3007

Kohn-Sham gap (spin up / spin down) ... 5.67 / 5.30 eV
Multiplicity ... 6
Charge ... +3
F_max ... 0.04466 hartree/bohr
DFT total energy ... -63879.49671 eV


# 2
Below is a 11-piece molecular cluster, C38H52Br6F24O16 overall in a non-equilibrium geometry, with properties calculated with ωB97M-V with the def2-TZVPD basis set.

Atoms and positions in Å:
C -4.5893 -0.9241 -1.7844
C -3.2105 -1.1244 -1.1387
O -2.4400 0.1324 -1.2949
C -1.9684 0.3881 -2.4646
O -2.0116 -0.3757 -3.3641
C -1.5721 1.9061 -2.5227
F -0.5588 2.1563 -3.3778
F -2.7216 2.5386 -2.9079
F -1.2528 2.3397 -1.3065
H -5.2763 -1.7409 -1.4617
H -4.5114 -1.0170 -2.8695
H -5.0899 0.0154 -1.5943
H -2.6204 -1.9343 -1.5085
H -3.4106 -1.2368 -0.0358
C -5.7168 -2.0211 6.1428
C -5.6303 -0.5021 6.1134
O -4.3573 0.0775 5.6891
C -4.1231 0.4518 4.4041
O -4.8964 0.5576 3.4828
C -2.6273 0.8722 4.3308
F -2.3804 1.2076 3.1141
F -2.4107 1.9162 5.1761
F -1.7179 -0.0665 4.7206
H -6.6033 -2.3216 6.6838
H -4.7962 -2.3493 6.7038
H -5.7184 -2.3483 5.0754
H -5.7258 -0.1279 7.1364
H -6.4074 -0.1161 5.4852
C -2.5713 4.2588 1.1513
C -1.8118 4.4060 2.4679
O -1.2911 5.8085 2.6494
C -0.8878 6.0880 3.8723
O -0.8726 5.3917 4.8707
C -0.1496 7.4788 3.9163
F -0.3707 8.3177 2.8973
F -0.5809 8.0736 5.0358
F 1.1595 7.2853 4.0287
H -1.9845 4.6495 0.3383
H -3.5658 4.7421 1.1755
H -2.5881 3.1631 0.9174
H -0.8582 3.7976 2.5441
H -2.3883 4.1670 3.3788
C 0.7306 7.2150 -1.0165
C 1.1290 6.2639 0.1467
O 2.4155 6.6770 0.7368
C 2.8376 5.9555 1.7988
O 2.3120 5.0164 2.3235
C 4.3054 6.3833 2.2278
F 4.4196 7.5876 2.7629
F 4.7974 5.5023 3.0651
F 5.1366 6.3691 1.1623
H 1.5483 7.2466 -1.7140
H 0.4997 8.2753 -0.7208
H -0.0207 6.7823 -1.6391
H 1.2942 5.2684 -0.2593
H 0.3512 6.1696 0.9373
C 2.0146 4.4330 -4.0362
C 3.4740 4.5102 -3.6282
O 4.0104 3.2063 -3.2670
C 4.2473 2.9479 -1.9540
O 3.9977 3.6746 -1.0421
C 4.6981 1.4113 -1.8493
F 6.0277 1.3529 -1.5827
F 4.0242 0.9135 -0.8213
F 4.4926 0.6834 -2.9896
H 2.0903 3.9077 -5.0040
H 1.5836 5.4512 -4.2250
H 1.3426 3.9048 -3.3711
H 3.5992 5.1741 -2.7469
H 4.1051 4.8562 -4.4708
C -0.0069 -4.5967 4.0426
C -1.1953 -3.7217 4.2894
O -2.2592 -4.3522 3.4811
C -3.0403 -3.5755 2.7349
O -2.9697 -2.4166 2.5047
C -4.1174 -4.5025 2.1434
F -4.7206 -3.7799 1.1196
F -3.5405 -5.5062 1.5111
F -4.9621 -4.9511 3.0316
H 0.2061 -4.4756 3.0241
H -0.2709 -5.6507 4.2246
H 0.8625 -4.3080 4.6571
H -1.0477 -2.6756 3.9823
H -1.5973 -3.7158 5.3590
C -1.6482 -3.0487 -5.9123
C -1.4620 -3.5074 -4.4560
O -1.6181 -4.9173 -4.3231
C -1.6042 -5.4435 -3.1312
O -1.2728 -4.8826 -2.1492
C -2.1519 -6.9311 -3.1284
F -2.3918 -7.3213 -1.8697
F -3.2840 -6.9756 -3.8085
F -1.1872 -7.7354 -3.7666
H -2.6192 -3.1768 -6.2711
H -1.0305 -3.7032 -6.5827
H -1.4434 -1.9571 -6.0620
H -2.1845 -2.9389 -3.8570
H -0.4634 -3.1600 -4.1570
C 0.0911 -3.0257 0.5641
C 0.9043 -2.0993 -0.2409
O 1.1147 -0.8478 0.4085
C 1.1387 0.2345 -0.3727
O 1.0382 0.2383 -1.5484
C 1.3272 1.4568 0.5213
F 0.4027 1.6001 1.5362
F 2.5028 1.4302 1.1077
F 1.1944 2.5577 -0.2513
H 0.7895 -3.4202 1.3074
H -0.3406 -3.8166 -0.0584
H -0.7176 -2.4962 1.1561
H 0.4947 -1.8719 -1.2470
H 1.8571 -2.4722 -0.4091
Br 3.1926 -4.7663 2.1418
C 2.6103 -5.7981 0.5537
C 2.9085 -7.2501 0.7160
Br 1.7279 -8.0884 1.9794
H 3.1924 -5.3226 -0.3056
H 1.5438 -5.6276 0.4608
H 3.9634 -7.4715 0.9780
H 2.6064 -7.7822 -0.1775
Br 6.9779 -1.1162 0.7390
C 6.8406 -2.1706 -0.8701
C 5.4939 -2.8193 -1.0504
Br 5.5235 -3.9437 -2.6399
H 7.7552 -2.7734 -0.8332
H 6.9029 -1.4242 -1.6687
H 4.7585 -2.0362 -1.2036
H 5.2367 -3.4965 -0.2013
Br 0.5293 1.3467 -6.5606
C 0.9334 0.1600 -5.0954
C 1.9838 -0.7939 -5.4553
Br 2.4224 -1.9825 -4.0244
H 0.1050 -0.4673 -5.0211
H 1.1136 0.7212 -4.1933
H 2.9083 -0.3668 -5.7821
H 1.6354 -1.3919 -6.2847

Kohn-Sham gap ... 10.47 eV
Multiplicity ... 1
Charge ... 0
F_max ... 0.05951 hartree/bohr
DFT total energy ... -558485.56575 eV
SMILES ... CCOC(=O)C(F)(F)F.CCOC(=O)C(F)(F)F.CCOC(=O)C(F)(F)F.CCOC(=O)C(F)(F)F.CCOC(=O)C(F)(F)F.CCOC(=O)C(F)(F)F.CCOC(=O)C(F)(F)F.CCOC(=O)C(F)(F)F.BrCCBr.BrCCBr.BrCCBr
Energy above the lowest of the compared OMol25 structures with the same formula, charge and spin ... 0.040 eV


# 3
Below is C38H52ClF2NO10 as an isolated structure in a non-equilibrium geometry, with properties calculated with ωB97M-V with the def2-TZVPD basis set.

Atoms and positions in Å:
C 3.9153 2.1589 -1.9399
C 2.9139 1.1163 -1.2279
C 3.7620 -0.0160 -0.5158
N 2.8938 -1.0151 0.3729
C 2.0439 -0.2247 1.3778
C 3.7327 -2.0394 1.0762
C 2.8277 -3.2868 1.1876
C 1.6308 -3.0659 0.3258
C 1.8867 -1.8666 -0.4569
H 4.4999 1.6206 -2.6858
H 4.6028 2.6889 -1.2807
H 3.2969 2.9043 -2.4400
H 2.2812 0.7773 -2.0482
H 2.3528 1.6967 -0.4956
H 4.6577 0.3300 -0.0001
H 4.1811 -0.6411 -1.3044
H 2.6061 0.5554 1.8911
H 1.4395 -0.9238 1.9557
H 1.4365 0.3372 0.6682
H 4.1869 -1.5992 1.9640
H 4.5423 -2.1953 0.3633
H 2.4296 -3.5295 2.1728
H 3.3490 -4.2012 0.9044
H 0.7054 -2.9578 0.8915
H 1.4209 -3.9289 -0.3061
H 1.0647 -1.2626 -0.8410
H 2.5647 -2.1842 -1.2491
Cl -0.5352 0.2931 0.1074
O 0.2124 0.9079 -1.0032
O -0.4542 -1.1294 -0.0120
O -0.0140 0.8384 1.2995
O -1.8586 0.7581 -0.1420
C 3.6167 6.1804 -0.2937
O 2.6132 5.3044 0.0810
C 2.8078 4.0060 0.0502
O 3.7385 3.3188 -0.3004
O 1.6050 3.4930 0.5653
C 1.3176 2.1462 0.9623
H 3.2099 7.1364 -0.6232
H 4.1676 5.7672 -1.1386
H 4.2079 6.4633 0.5772
H 0.5516 2.1112 1.7370
H 2.1726 1.5971 1.3567
H 0.8897 1.6867 0.0714
C 1.8856 1.3046 5.3989
O 0.6895 1.0224 4.7076
C 0.1650 1.7959 3.8012
O 0.8445 2.7366 3.3842
O -1.0411 1.3567 3.2818
C -1.8050 2.1266 2.3843
H 1.7201 2.1543 6.0612
H 2.7817 1.2862 4.7786
H 2.0141 0.4536 6.0677
H -1.4108 3.1002 2.0931
H -2.7299 2.3581 2.9125
H -2.0423 1.5894 1.4660
F -5.4098 0.1653 -2.2241
C -4.8495 -0.8911 -1.5701
C -3.7740 -0.6137 -0.8028
C -3.0531 -1.6348 -0.2218
C -3.3733 -2.9822 -0.5778
C -4.5297 -3.2331 -1.3550
C -5.2693 -2.1987 -1.8651
H -3.3003 0.3295 -0.5738
H -2.1999 -1.3447 0.3734
H -2.8435 -3.8167 -0.1426
H -4.7081 -4.2650 -1.6192
H -6.1444 -2.3295 -2.4844
F -1.4959 4.4121 -3.5868
C -2.2461 3.3231 -3.4554
C -1.8671 2.4026 -2.5045
C -2.4604 1.1844 -2.4691
C -3.4933 0.9357 -3.3801
C -4.0049 1.8925 -4.2149
C -3.3579 3.1046 -4.2629
H -0.9894 2.6976 -1.9487
H -2.0739 0.5503 -1.6849
H -3.8547 -0.0727 -3.2424
H -4.8323 1.7810 -4.9000
H -3.6342 3.8341 -5.0098
C -2.1982 -1.7210 1.7800
C -2.3356 -0.3240 2.0020
C -2.8609 0.0878 3.2198
C -3.4881 -0.8242 4.0729
C -3.3064 -2.1296 3.8779
C -2.6145 -2.5976 2.7705
H -1.7445 -2.1343 0.8914
H -1.9954 0.3603 1.2388
H -2.8540 1.1400 3.4632
H -3.9216 -0.5212 5.0145
H -3.6713 -2.8428 4.6022
H -2.3069 -3.6298 2.6902
C 0.8497 -1.9231 -2.4160
C 0.1492 -2.7131 -1.4987
C 0.1999 -4.0777 -1.5650
C 0.9406 -4.6778 -2.5440
C 1.6794 -3.9059 -3.3814
C 1.5667 -2.4840 -3.4193
H 0.8476 -0.8467 -2.3289
H -0.5089 -2.2917 -0.7533
H -0.4556 -4.6530 -0.9281
H 0.9867 -5.7389 -2.7397
H 2.1443 -4.3650 -4.2414
H 2.1172 -1.8275 -4.0768

Kohn-Sham gap ... 7.98 eV
Multiplicity ... 1
Charge ... 0
F_max ... 0.17317 hartree/bohr
DFT total energy ... -80135.33807 eV


# 4
Below is C38H52ClNP2PdSi as an isolated structure in a non-equilibrium geometry, with properties calculated with ωB97M-V with the def2-TZVPD basis set.

Atoms and positions in Å:
Pd -0.0777 0.1657 0.5106
Cl -0.6843 2.9229 0.8618
C -0.3349 3.1345 2.5501
C -0.1212 4.4182 3.0263
C 0.1708 4.6047 4.3691
C 0.2588 3.5172 5.2217
C 0.0513 2.2341 4.7274
C -0.2637 2.0194 3.3911
P -0.5061 0.3299 2.7123
C -0.1389 -0.7926 4.1002
C -1.1315 -1.3769 4.8818
C -0.7820 -2.2171 5.9371
C 0.5524 -2.4707 6.2216
C 1.5502 -1.8924 5.4425
C 1.2052 -1.0650 4.3841
C -2.3478 0.2196 2.6284
C -2.9291 -0.9238 2.0705
C -4.3026 -1.0336 1.9398
C -5.1256 0.0104 2.3484
C -4.5638 1.1462 2.9065
C -3.1823 1.2456 3.0559
H -0.1807 5.2553 2.3427
H 0.3302 5.6076 4.7463
H 0.4883 3.6611 6.2702
H 0.1234 1.3861 5.3986
H -2.1748 -1.1806 4.6721
H -1.5605 -2.6717 6.5375
H 0.8169 -3.1223 7.0458
H 2.5929 -2.0929 5.6552
H 1.9858 -0.6260 3.7681
H -2.3017 -1.7410 1.7387
H -4.7308 -1.9274 1.5025
H -6.1991 -0.0649 2.2298
H -5.1968 1.9658 3.2234
H -2.7624 2.1368 3.5073
C -0.4676 -2.2165 -0.5213
Si 0.6997 -2.0762 0.9789
C 2.4456 -1.5636 0.6416
C 0.7762 -3.9180 1.2641
C 1.4053 -4.6422 0.2461
C 1.3318 -6.0297 0.2284
C 0.6351 -6.7124 1.2201
C 0.0242 -6.0074 2.2465
C 0.0957 -4.6184 2.2683
H 0.0664 -2.6267 -1.3872
H -0.8750 -1.2526 -0.8218
H -1.3220 -2.8694 -0.2998
H 2.9152 -2.2305 -0.0909
H 3.0484 -1.5969 1.5577
H 2.4551 -0.5524 0.2493
H 1.9453 -4.1296 -0.5434
H 1.8160 -6.5793 -0.5696
H 0.5662 -7.7931 1.1876
H -0.5092 -6.5356 3.0279
H -0.3892 -4.0779 3.0768
C 1.9769 -1.1665 -3.1256
C 1.9965 0.2859 -3.6370
C 2.0576 0.2894 -5.1705
C 3.2927 0.8989 -3.0821
P 0.5461 1.2075 -2.8153
N 0.4556 0.9074 -1.3164
C 0.8342 3.0791 -3.0553
C -0.5029 3.7835 -2.7647
C 1.8109 3.5489 -1.9606
C 1.3434 3.5464 -4.4259
C -1.0269 0.7691 -3.7878
C -1.0712 -0.7581 -3.9735
C -1.1852 1.4103 -5.1719
C -2.2360 1.1357 -2.9020
H 2.9765 -1.6012 -3.2519
H 1.2728 -1.7977 -3.6641
H 1.7229 -1.1821 -2.0652
H 2.9882 -0.1983 -5.4903
H 2.0577 1.2917 -5.5942
H 1.2358 -0.2676 -5.6209
H 4.1241 0.2218 -3.3091
H 3.2356 1.0229 -1.9991
H 3.5255 1.8614 -3.5327
H -0.9527 3.4179 -1.8403
H -1.2293 3.6700 -3.5675
H -0.3109 4.8561 -2.6482
H 1.6271 3.0085 -1.0312
H 1.6562 4.6205 -1.7874
H 2.8537 3.4092 -2.2399
H 0.7285 3.1983 -5.2550
H 2.3694 3.2329 -4.6120
H 1.3341 4.6439 -4.4545
H -0.3592 -1.1077 -4.7197
H -2.0708 -1.0363 -4.3215
H -0.8866 -1.2878 -3.0389
H -0.3395 1.2046 -5.8282
H -1.3231 2.4897 -5.1262
H -2.0786 0.9922 -5.6531
H -1.9930 1.0079 -1.8471
H -3.0770 0.4758 -3.1427
H -2.5696 2.1620 -3.0554

Kohn-Sham gap (spin up / spin down) ... 6.02 / 6.02 eV
Multiplicity ... 1
Charge ... 0
F_max ... 0.05475 hartree/bohr
DFT total energy ... -84196.60531 eV
Energy above the lowest of the compared OMol25 structures with the same formula, charge and spin ... 2.774 eV